C12H11N5 | ωB97M-V with the def2-TZVPD basis set

Positions of all 28 atoms, in Å:
N: 0.39 0.01 -0.25
N: 3.02 1.74 -0.15
N: 1.86 -1.75 0.10
N: 4.22 -1.51 0.31
N: 5.01 0.78 0.16
C: -4.43 -0.73 0.07
C: 3.10 -2.19 0.28
C: 4.05 -0.20 0.16
C: -0.70 -0.93 -0.38
C: -3.15 -1.20 -0.14
C: 1.66 -0.45 -0.08
C: -4.65 0.62 0.31
C: -3.56 1.48 0.36
C: -2.06 -0.34 -0.10
C: -2.28 1.00 0.16
C: 4.37 1.89 -0.02
C: 2.78 0.40 -0.04
H: -0.71 -1.37 -1.39
H: -1.45 1.69 0.23
H: -3.72 2.53 0.56
H: 3.19 -3.27 0.41
H: 0.28 0.89 -0.72
H: 2.35 2.48 -0.27
H: -2.99 -2.25 -0.34
H: -0.49 -1.74 0.32
H: -5.27 -1.41 0.04
H: 4.84 2.85 -0.06
H: -5.65 0.99 0.47

As for the total charge: 0. The HOMO-LUMO gap is 8.896 eV. The SMILES is c1ccc(CNc2ncnc3nc[nH]c23)cc1. Its energy above the lowest of the compared OMol25 structures with the same formula, charge and spin is 14.9 kJ/mol. As for the multiplicity: 1.

***

C12H11NO2 | ωB97M-V with the def2-TZVPD basis set

Positions of all 26 atoms, in Å:
O: 1.44 2.79 0.37
O: 3.91 -0.73 -0.93
N: 2.81 0.99 0.03
C: -3.57 0.65 -0.63
C: 0.53 0.57 0.69
C: -0.78 0.50 0.23
C: -3.13 -0.29 0.27
C: -1.76 -0.39 0.66
C: 1.17 -0.51 1.48
C: 1.58 1.57 0.32
C: 1.80 -1.10 0.19
C: 2.89 -0.30 -0.35
C: -1.28 1.49 -0.70
C: 1.19 -2.32 -0.50
C: -2.58 1.50 -1.16
H: -3.00 2.30 -1.86
H: -4.59 0.82 -0.88
H: -3.72 -0.92 0.88
H: 1.94 -3.09 -0.66
H: -0.62 2.06 -1.38
H: 0.79 -1.91 -1.49
H: 3.53 1.67 0.02
H: -1.43 -1.22 1.28
H: 0.52 -1.19 1.92
H: 0.38 -2.67 0.01
H: 1.98 -0.26 2.17

As for the total charge: 0. The HOMO-LUMO gap (spin up / spin down) is 7.100 / 6.992 eV. Its energy above the lowest of the compared OMol25 structures with the same formula, charge and spin is 89.0 kJ/mol. As for the multiplicity: 1.

***

C12H11O3 | ωB97M-V with the def2-TZVPD basis set

Positions of all 26 atoms, in Å:
O: 3.34 0.95 -0.61
O: 0.46 -2.46 1.01
O: 1.80 2.51 0.89
C: -1.56 0.66 -0.95
C: 1.14 -1.61 0.54
C: -3.78 -0.20 -0.57
C: 3.29 -1.81 -0.60
C: 0.01 0.92 0.96
C: 2.14 -0.97 -0.05
C: 1.16 1.44 0.20
C: -2.80 0.29 -1.42
C: 2.30 0.45 -0.18
C: -1.23 0.57 0.43
C: -3.49 -0.28 0.79
C: -2.26 0.09 1.27
H: 2.92 -2.62 -1.23
H: 3.93 -1.15 -1.18
H: -3.02 0.38 -2.48
H: -4.25 -0.65 1.48
H: -4.74 -0.51 -0.96
H: 2.70 2.54 0.53
H: 0.83 1.83 -0.78
H: -2.06 0.02 2.33
H: 3.88 -2.26 0.21
H: -0.83 1.02 -1.66
H: 0.15 0.86 2.03

As for the total charge: -1. The HOMO-LUMO gap (spin up / spin down) is 5.682 / 5.681 eV. Its energy above the lowest of the compared OMol25 structures with the same formula, charge and spin is 142.8 kJ/mol. As for the multiplicity: 1.

***

C12H11PS | ωB97M-V with the def2-TZVPD basis set

Positions of all 25 atoms, in Å:
S: 3.34 0.04 1.10
P: 2.25 -0.10 -0.57
C: -1.01 2.33 -1.10
C: 0.52 -2.01 0.89
C: -1.04 3.26 -0.06
C: -1.39 -3.06 -1.00
C: -1.73 -2.26 0.07
C: 0.76 2.04 1.02
C: -0.10 1.29 -1.10
C: -0.87 -1.72 0.97
C: -0.20 3.06 1.07
C: 0.03 -3.25 -1.14
C: 0.90 -2.79 -0.18
C: 0.95 1.26 -0.15
H: -1.39 -1.11 1.75
H: 2.94 0.93 -1.17
H: 1.37 -1.86 1.59
H: -0.21 0.56 -1.84
H: -0.19 3.74 1.89
H: -1.67 4.15 -0.18
H: 1.87 -3.23 -0.25
H: 1.44 1.85 1.86
H: -2.80 -2.15 0.19
H: -1.68 2.50 -1.94
H: -2.10 -3.47 -1.71

As for the total charge: 0. The HOMO-LUMO gap (spin up / spin down) is 6.730 / 8.140 eV. Its energy above the lowest of the compared OMol25 structures with the same formula, charge and spin is 378.0 kJ/mol. As for the multiplicity: 1.